1.
Density functional theory data (wB97M-V/def2-TZVPD) for a cluster of 2 separate species, C3H11NOS in total in a non-equilibrium geometry.

Last column: natural (NBO) charge in e.
Geometry (Å):
C1 -1.554 0.680 -0.015  -0.7472
S1 -2.586 1.687 -1.130  0.1439
C2 -2.355 3.388 -0.438  -0.7227
H1 -0.635 0.405 -0.517  0.2188
H2 -2.063 -0.285 0.114  0.2277
H3 -1.555 1.089 0.988  0.2215
H4 -1.541 3.412 0.288  0.2172
H5 -2.121 3.943 -1.333  0.2241
H6 -3.244 3.731 0.088  0.2158
N1 1.345 -1.708 -0.045  -0.8470
C3 2.392 -2.728 -0.024  0.0865
O1 3.378 -2.488 0.961  -0.7280
H7 1.622 -0.975 -0.663  0.3600
H8 1.186 -1.327 0.876  0.3494
H9 2.037 -3.754 0.107  0.1460
H10 2.715 -2.700 -1.067  0.1698
H11 2.980 -2.370 1.810  0.4642

The structure (SMILES) is CSC.NCO. For the total energy, the calculation gives -17661.1985 eV.



2.
Density functional theory data (wB97M-V/def2-TZVPD) for a cluster of 2 separate species, C3H11NOS in total in a non-equilibrium geometry.

Last column: natural (NBO) charge in e.
Geometry (Å):
C1 -0.400 1.158 -1.811  -0.6340
C2 -0.036 0.935 -0.314  -0.0955
C3 -1.297 1.203 0.472  -0.4791
S1 -0.909 1.237 2.371  -0.1358
N1 0.480 -0.318 0.077  -0.8663
H1 -0.900 2.061 -2.112  0.2147
H2 0.406 1.284 -2.452  0.2139
H3 -1.216 0.415 -2.051  0.2002
H4 0.800 1.673 -0.297  0.2058
H5 -1.986 0.259 0.427  0.2192
H6 -1.919 2.144 0.114  0.2428
H7 0.132 0.277 2.389  0.1622
H8 1.483 -0.482 -0.193  0.3727
H9 0.019 -1.211 -0.185  0.3789
H10 2.198 -4.201 1.339  0.4691
H11 1.602 -2.742 1.336  0.4742
O1 1.544 -3.693 0.890  -0.9430

The structure (SMILES) is C[C@H](N)CS.O. For the total energy, the calculation gives -17660.7489 eV.



Which value of total energy does entry 1 give? -17661.1985 eV